Record 1
ORCA calculation (the ωB97M-V functional and the def2-TZVPD basis) on a molecular structure, C24H27N5PbS2 at a distorted geometry.

* lowest unoccupied orbital energy (alpha / beta): -15.23 / -12.81 eV
* spin multiplicity: 1
* net charge: +4
* HOMO-LUMO gap (alpha / beta): 3.53 / 5.96 eV
* energy above the lowest of the compared OMol25 structures with the same formula, charge and spin: 0.000 eV

XYZ file:
```
59
Properties=species:S:1:pos:R:3:forces:R:3
Pb 0.1103 -1.0366 -0.5876 -0.5 0.9 0.6
C -2.6841 -3.6707 -1.1438 -0.3 0.0 0.0
C -1.4036 -3.9336 -1.8138 0.4 0.1 0.0
N -0.3400 -3.1693 -1.7189 -0.3 0.0 -0.1
C 0.7345 -3.6724 -2.4191 0.8 0.8 0.3
C 0.4503 -4.8592 -3.0662 -0.7 -0.8 -0.3
S -1.1514 -5.3468 -2.7992 0.6 0.1 -0.2
C 1.9996 -2.9947 -2.3881 -1.1 -0.3 0.2
C 3.1678 -3.4183 -2.9910 1.1 0.1 -0.3
S 4.4590 -2.3780 -2.6427 -0.4 -0.5 -0.2
C 3.3949 -1.3943 -1.6900 -0.5 -0.2 0.0
N 2.1561 -1.8339 -1.6632 0.2 0.1 -0.1
C 3.8724 -0.2063 -0.9641 0.3 0.2 0.0
H -2.6481 -2.7356 -0.5859 -0.1 0.0 0.0
H -2.9261 -4.4913 -0.4649 0.0 0.0 0.1
H -3.5014 -3.6355 -1.8664 0.0 0.0 -0.1
H 1.1157 -5.4473 -3.6711 0.1 -0.2 -0.2
H 3.3130 -4.2880 -3.6038 0.1 -0.2 -0.2
H 4.9510 -0.2612 -0.8284 0.0 0.1 0.1
H 3.3873 -0.1291 0.0095 0.0 0.0 0.0
H 3.6711 0.7048 -1.5318 0.0 0.0 -0.1
C -2.0209 1.9406 2.1508 -0.8 -0.2 -0.5
N -0.8854 2.4924 2.9092 0.1 0.4 -0.2
C -1.2488 2.6136 4.3387 -0.3 0.2 1.0
C 0.3769 1.7311 2.6260 0.6 -0.5 -0.1
C 0.3163 0.2752 3.0228 0.0 0.3 0.9
C 0.4779 -0.0536 4.3879 0.1 0.5 -0.6
C 0.3903 -1.3493 4.8420 0.0 -0.3 0.7
C 0.1612 -2.3932 3.9713 -0.1 0.1 -0.6
C 0.0240 -2.1118 2.6028 0.1 -0.6 0.4
C 0.1251 -0.8136 2.2110 -0.1 0.4 -0.3
H -2.9039 2.5643 2.2836 0.1 0.1 0.1
H -2.2555 0.9414 2.5157 0.1 0.1 0.1
H -1.7814 1.8945 1.0899 0.1 0.1 0.0
H -0.7172 3.4536 2.5840 0.0 -0.2 0.0
H -1.5242 1.6472 4.7556 0.1 0.0 -0.2
H -2.1115 3.2732 4.4304 0.0 0.0 -0.2
H -0.4373 3.0508 4.9180 0.1 -0.1 -0.2
H 1.1894 2.2137 3.1764 -0.2 0.1 -0.1
H 0.5767 1.8285 1.5551 -0.1 0.2 0.1
H 0.6961 0.7512 5.0762 0.0 0.0 0.1
H 0.4902 -1.5521 5.9037 0.1 0.0 -0.1
H 0.0785 -3.4181 4.3043 0.0 0.0 0.1
H -0.1419 -2.9420 1.9342 0.0 -0.1 -0.2
N -2.5829 2.0660 -2.7700 -0.2 -0.1 -0.1
C -2.3200 0.9314 -2.1273 0.1 -0.3 0.2
N -1.0538 0.8536 -1.7174 -0.3 -0.7 0.0
C -0.4506 2.0199 -2.1514 -0.1 1.0 -0.5
C 0.8491 2.5049 -1.9957 -0.3 0.0 -0.1
C 1.1432 3.7486 -2.5262 0.1 -0.3 0.1
C 0.1784 4.5050 -3.2002 -0.5 -0.1 -0.1
C -1.1228 4.0493 -3.3538 0.2 0.1 0.1
C -1.4195 2.7978 -2.8246 1.0 0.2 0.3
H -3.4751 2.3421 -3.1667 0.1 -0.1 0.1
H -3.0604 0.1776 -1.9423 -0.2 -0.1 0.0
H 1.5992 1.9060 -1.4987 0.2 0.0 0.1
H 2.1410 4.1476 -2.4266 0.1 0.0 0.0
H 0.4524 5.4605 -3.6191 0.0 0.1 0.0
H -1.8784 4.6486 -3.8402 0.0 0.0 -0.1
```
Positions in Å, forces in eV/Å.

***

Record 2
ORCA calculation (the ωB97M-V functional and the def2-TZVPD basis) on 16 unconnected molecules or ions with the total composition C56H156B4ClF16N11O17 at a distorted geometry.

* lowest unoccupied orbital energy: -7.21 eV
* spin multiplicity: 1
* net charge: +6
* HOMO-LUMO gap: 9.12 eV

XYZ file:
```
261
Properties=species:S:1:pos:R:3:forces:R:3
C -7.2883 -9.0630 -8.9316 -1.3 0.8 -0.8
O -7.0999 -8.5778 -7.6088 -1.5 0.3 0.1
C -8.4183 -8.2564 -7.0336 3.2 0.8 0.3
C -8.1268 -8.2411 -5.5470 -1.1 0.1 -0.2
N -7.1067 -7.2079 -5.1387 -0.7 0.7 -1.0
H -6.3009 -7.0986 -5.8432 -1.8 0.1 0.7
H -7.6187 -6.2895 -4.9982 1.1 -0.7 -0.5
C -6.4780 -7.6614 -3.8835 0.8 0.0 -0.7
C -5.5013 -6.5831 -3.4869 1.1 0.7 0.9
O -6.3240 -5.4579 -3.2660 -0.3 -0.2 0.6
C -5.7336 -4.1923 -3.0721 -1.0 1.0 -0.4
H -8.2389 -9.6549 -8.9422 0.7 0.4 -0.3
H -6.4927 -9.7356 -9.1507 0.7 -0.3 -0.3
H -7.3669 -8.2340 -9.7334 0.2 -1.1 1.4
H -9.0708 -9.0487 -7.3051 -1.0 -0.5 0.0
H -8.7172 -7.2699 -7.3837 -0.3 0.0 -0.2
H -7.7276 -9.2189 -5.2799 -0.1 0.1 0.1
H -9.0687 -8.0200 -4.9893 0.8 -0.2 -0.2
H -6.0206 -8.5810 -4.2557 0.3 -0.1 1.0
H -7.2476 -7.8409 -3.1305 0.2 0.0 -0.1
H -4.7482 -6.2968 -4.2513 -0.4 -0.6 -0.1
H -4.8855 -6.8657 -2.5958 -0.7 0.1 -0.4
H -4.8402 -4.0600 -3.6478 0.6 -0.1 -0.5
H -5.5088 -3.8900 -2.0412 -0.2 -0.6 0.1
H -6.4890 -3.4809 -3.4677 0.5 -0.3 0.3
C 8.3379 -5.3189 -10.0281 0.7 0.2 0.7
O 7.9995 -4.5129 -8.8932 -1.7 -0.6 -0.3
C 8.9923 -3.7311 -8.3933 1.8 0.0 0.9
C 8.4249 -3.0274 -7.1876 -1.1 0.7 -1.5
N 7.2107 -2.3186 -7.7954 0.9 1.1 -1.0
H 7.6178 -1.6544 -8.5075 -0.5 -0.8 0.4
H 6.6943 -3.0677 -8.3162 0.3 0.8 0.4
C 6.3576 -1.3728 -6.9786 0.1 -1.6 0.0
C 5.6586 -0.4096 -7.9325 0.2 -0.9 -0.3
O 6.6686 0.3569 -8.5631 0.3 0.6 0.2
C 6.1726 1.4667 -9.3231 -1.9 -0.4 0.1
H 9.3220 -5.7732 -9.7282 -0.7 0.2 -1.1
H 8.3758 -4.6173 -10.9098 0.1 -1.3 0.5
H 7.5749 -6.1206 -10.0481 0.4 0.6 -0.5
H 9.3581 -2.9645 -9.0987 0.0 -0.2 -0.1
H 9.8733 -4.3299 -8.0685 -0.3 0.3 -0.2
H 9.1575 -2.3325 -6.8067 -0.2 0.4 0.4
H 7.9972 -3.6852 -6.4736 0.1 -0.7 0.9
H 7.0575 -0.9906 -6.2619 0.3 1.2 0.1
H 5.7045 -1.9680 -6.3390 -0.5 0.0 -0.5
H 4.9139 0.1050 -7.2994 0.1 0.3 -0.7
H 5.2257 -0.9792 -8.8106 -0.5 0.3 1.3
H 6.7965 1.6878 -10.1764 0.5 0.0 0.1
H 6.0008 2.3309 -8.6822 0.5 0.1 0.1
H 5.1456 1.2403 -9.7188 0.8 -0.1 0.1
C -9.8651 3.6444 3.6595 0.0 0.9 1.0
O -10.8036 4.6821 3.2388 1.6 -0.6 -0.6
C -12.1345 4.3388 3.4340 -0.4 0.4 -0.6
C -12.9658 5.4406 2.7450 1.4 -0.1 0.7
N -12.5647 5.4643 1.2655 1.1 -0.8 1.4
H -12.8092 6.3375 0.8390 -0.4 0.6 -0.4
H -11.5087 5.4150 1.2630 -1.0 -0.1 0.1
C -13.1355 4.2847 0.5329 0.5 1.3 -2.4
C -12.5751 4.1725 -0.9828 -1.0 -0.9 1.9
O -11.3134 3.5533 -0.9220 -0.4 0.7 0.1
C -10.8953 3.1658 -2.2239 -0.4 -0.9 0.8
H -8.7987 3.9140 3.4220 -1.4 -0.2 -0.3
H -10.1730 2.6367 3.3549 0.2 0.3 -0.5
H -9.9342 3.6641 4.7473 0.2 -0.3 0.2
H -12.4111 4.2454 4.4936 0.0 0.1 -0.2
H -12.3539 3.3886 2.9190 0.0 0.0 0.5
H -12.8196 6.4292 3.2032 0.3 -0.3 -0.4
H -13.9740 5.1721 2.9263 -1.3 -0.1 -0.7
H -14.2071 4.4553 0.5138 -0.1 -0.2 0.0
H -12.8920 3.4374 1.1343 0.1 -0.7 -0.2
H -12.5577 5.1528 -1.5193 -0.1 -0.6 0.4
H -13.2822 3.4560 -1.4724 0.3 0.8 0.1
H -11.7019 2.5864 -2.7133 0.7 -0.1 0.2
H -9.9625 2.6573 -2.0591 0.1 -0.8 -0.2
H -10.6516 3.9954 -2.8192 0.1 1.5 -0.9
C -2.1133 6.5378 6.9989 -0.7 0.3 -1.8
O -1.1476 6.7137 7.9976 0.8 -0.7 -0.1
C -1.3563 5.8676 9.1052 -0.3 -0.5 -1.1
C -0.2767 6.1587 10.0603 0.3 -0.2 1.0
N -0.2344 7.6281 10.1958 -2.0 0.0 -0.2
H -0.2617 7.9998 9.2257 0.2 0.2 0.5
H -1.1620 7.8175 10.6485 0.8 0.4 -0.8
C 0.7686 8.1915 11.0927 1.3 -0.2 -1.1
C 2.2092 8.0626 10.5446 -0.2 1.2 2.0
O 2.2708 8.6120 9.3046 0.8 1.0 -2.4
C 3.4442 9.4309 8.9761 -0.4 -0.6 -1.9
H -2.3826 5.4436 6.8602 0.2 1.5 0.0
H -1.7467 7.0061 6.0644 0.5 -1.0 0.3
H -2.9597 7.2312 7.1186 -0.4 -0.8 0.8
H -1.4240 4.7735 8.8927 0.2 0.8 -0.2
H -2.2791 6.1888 9.5178 -1.3 -0.1 0.8
H 0.6796 5.7899 9.7488 0.5 -0.1 -0.2
H -0.5520 5.7661 11.0407 0.3 -0.2 0.0
H 0.6418 7.6278 11.9720 0.2 -0.4 1.5
H 0.4646 9.2037 11.2436 0.2 0.8 0.2
H 2.5767 7.0408 10.6139 0.1 -0.2 -0.1
H 2.8053 8.7291 11.1863 0.0 -0.7 0.5
H 4.3735 8.8687 8.7221 -0.9 -0.1 0.4
H 3.6878 10.1789 9.6849 0.0 0.4 1.4
H 3.1841 10.0254 8.0726 -0.1 -0.7 0.5
C -0.6927 1.8015 -2.2242 0.0 -1.1 -0.7
O -1.3913 0.6203 -1.7850 0.5 0.5 0.3
C -2.2262 0.6900 -0.6471 -0.9 -0.2 -1.5
C -1.7376 -0.0550 0.5439 1.9 -0.9 -0.2
N -0.4593 0.4733 1.1215 1.3 -1.4 2.1
H -0.4553 1.4853 1.3709 -0.3 -0.5 -0.1
H -0.2470 -0.0884 2.0263 -1.0 1.2 -0.9
C 0.7935 0.1496 0.3532 -1.0 -1.0 -2.0
C 1.9558 1.0075 0.7417 -0.6 -1.7 -0.4
O 1.4765 2.2756 0.4389 0.8 0.7 0.3
C 2.3020 3.2849 0.9707 -0.9 0.7 0.5
H 0.3724 1.6717 -2.1028 0.4 -0.2 -0.3
H -0.9067 2.7226 -1.7433 -0.9 0.7 1.0
H -0.9304 1.9055 -3.2767 0.2 0.0 -0.2
H -3.0912 0.1031 -0.9549 -0.5 0.0 0.1
H -2.5889 1.7008 -0.5388 0.1 0.5 0.7
H -1.4618 -1.0679 0.1709 -0.2 0.5 0.3
H -2.4657 -0.2203 1.3273 -0.1 0.4 0.2
H 0.5746 0.4423 -0.7262 0.4 -1.0 1.5
H 0.9777 -0.9651 0.4555 -0.2 1.4 -0.2
H 2.7175 0.5787 0.0744 0.5 0.8 -0.1
H 2.2918 0.8356 1.7584 -0.2 0.6 0.2
H 2.4649 3.1737 2.0450 -0.2 -0.2 0.1
H 1.7528 4.2114 0.8001 0.2 0.1 0.1
H 3.2597 3.3194 0.5043 0.8 0.0 -0.7
C -4.5995 -1.1196 2.9379 1.9 0.1 0.4
O -3.7314 -1.4990 4.0231 -0.4 0.7 0.8
C -3.8719 -0.7091 5.2380 -1.0 -0.4 -1.2
C -2.5585 -0.6585 5.9431 -1.4 -2.2 1.8
N -1.9989 -2.0739 5.9547 1.0 1.1 -1.2
H -2.7611 -2.7135 5.7942 -0.3 -0.6 0.3
H -1.4334 -2.1207 4.9854 -0.3 -0.1 1.5
C -1.1565 -2.4669 7.1553 -2.4 0.2 -0.4
C -0.7188 -3.8835 6.9798 0.9 1.8 -1.7
O -1.9121 -4.5687 6.7480 1.3 0.2 0.2
C -1.6179 -5.9017 7.0379 -1.4 -1.6 -0.3
H -4.4992 -1.9361 2.2582 0.2 -0.3 -0.8
H -4.3465 -0.1459 2.4757 0.2 -0.4 0.3
H -5.6033 -1.0924 3.2106 -1.9 0.1 0.9
H -4.6706 -1.0809 5.9125 0.2 -0.3 -0.5
H -4.1781 0.2751 4.9289 0.0 0.7 0.1
H -2.6930 -0.2760 6.9559 0.0 -0.3 0.1
H -1.9108 -0.0460 5.4621 2.1 1.6 -1.5
H -1.8187 -2.4716 8.0451 0.2 0.3 -0.5
H -0.4733 -1.6751 7.2574 1.4 0.6 0.2
H -0.1637 -4.1517 7.8581 0.1 -0.6 0.7
H -0.0174 -3.9760 6.1021 -0.6 0.0 0.6
H -1.6832 -6.0329 8.1260 0.4 -0.3 -0.2
H -0.6322 -6.2467 6.6202 -0.9 0.3 0.3
H -2.4776 -6.4152 6.5774 0.7 -0.6 0.3
C 4.2499 2.3197 5.6229 0.5 -1.5 -1.0
C 5.6659 1.7889 5.4465 -0.6 0.4 -0.6
C 6.6116 2.6614 6.1886 0.4 0.4 2.3
O 7.9114 2.1328 6.2693 0.1 -0.6 -1.3
C 8.8552 3.1729 6.1010 -1.6 0.8 0.9
N 5.7949 0.3789 6.0009 1.8 0.1 1.0
H 5.2242 -0.2726 5.4671 -0.9 -0.7 -0.4
H 6.7818 0.1215 5.8643 -0.2 0.0 -0.3
H 5.6971 0.1866 7.0386 -0.5 0.9 -1.4
H 4.1721 3.3279 5.3679 0.3 1.8 -0.4
H 3.9480 2.2227 6.6195 -0.5 -0.2 1.7
H 3.5243 1.8415 4.9880 -0.2 -0.6 -0.2
H 5.9396 1.7593 4.3645 -0.2 -0.5 0.9
H 6.2932 2.6891 7.2710 -0.3 0.5 -0.8
H 6.6801 3.6863 5.7895 -0.6 -0.4 0.0
H 8.7188 3.8334 6.9436 0.1 0.6 0.4
H 8.6957 3.7771 5.2085 0.2 -0.4 -0.3
H 9.7951 2.7663 6.2289 2.1 -0.8 -0.3
C -6.9588 -1.0958 -10.7526 -2.5 -0.8 2.0
C -7.7051 -2.3603 -11.0792 -0.6 -1.5 -1.4
C -6.7964 -3.5621 -11.3828 -0.1 -0.3 1.1
O -7.6503 -4.6257 -11.8127 0.4 0.9 0.4
C -7.0220 -5.5368 -12.6781 1.3 1.4 -1.3
N -8.7046 -2.8171 -9.9898 1.2 -1.0 -1.5
H -9.0813 -3.7481 -10.2659 0.0 0.7 -0.1
H -8.1411 -3.0268 -9.1791 0.4 0.1 1.2
H -9.4232 -2.1431 -9.7928 -0.4 0.2 0.1
H -6.6456 -1.0937 -9.7122 0.9 -0.4 0.0
H -7.7571 -0.3647 -10.6914 0.4 1.0 -0.9
H -6.1972 -1.0164 -11.4737 0.9 0.9 -0.7
H -8.3235 -2.2545 -11.9977 0.3 0.2 0.6
H -6.2829 -3.8458 -10.4309 -0.1 0.0 -0.6
H -6.0090 -3.2711 -12.1122 -0.7 -0.2 0.1
H -7.6865 -6.3032 -12.9445 -1.1 -0.9 -0.3
H -6.1294 -5.9836 -12.2840 0.5 -0.3 0.8
H -6.6690 -5.0097 -13.6041 -0.5 -0.4 0.5
C 2.6714 6.1094 -6.3810 -1.1 -0.4 -0.8
C 1.4289 5.7150 -5.5841 1.4 0.7 2.7
C 1.7445 5.4405 -4.0537 -0.4 0.2 0.4
O 0.4915 5.7358 -3.3063 1.5 0.3 -0.4
C 0.7530 6.2206 -1.9836 0.3 0.0 0.2
N 0.4708 6.9054 -5.5759 0.0 -0.6 -1.4
H -0.2309 6.7707 -4.8397 0.1 -0.1 0.2
H 0.9862 7.7626 -5.4010 0.0 0.2 0.1
H 0.0392 6.9630 -6.5154 0.1 0.2 0.7
H 3.3725 5.2943 -6.5417 -0.3 -0.3 0.2
H 3.2349 6.8762 -5.8597 -0.1 0.4 -0.2
H 2.2835 6.4050 -7.3857 0.8 0.2 0.6
H 0.8885 4.8780 -5.9502 -0.5 -0.6 -0.6
H 2.6346 6.0544 -3.6617 -1.4 -0.5 -0.6
H 1.9835 4.3712 -3.8981 0.0 0.5 -0.3
H -0.1930 6.3856 -1.4641 -0.1 0.4 -0.5
H 1.3928 7.1416 -2.0017 -0.6 -0.7 0.1
H 1.2177 5.4516 -1.3628 0.4 -0.1 -0.3
C 13.5742 -1.7814 3.8426 0.4 1.0 -1.1
C 15.0520 -1.6271 4.0610 1.1 -0.2 0.5
C 15.6914 -0.7714 2.9776 0.3 0.1 -1.0
O 16.8910 -0.1779 3.4577 -1.3 -1.0 0.2
C 17.4679 0.7315 2.5311 1.2 -0.5 0.4
N 15.4765 -0.9618 5.3793 -2.8 -0.3 0.3
H 16.0480 -1.5701 5.9301 0.2 -0.5 0.7
H 16.0569 -0.2068 5.0890 1.1 1.4 -0.3
H 14.6485 -0.6095 5.9218 1.1 -0.5 -0.4
H 13.5202 -2.0600 2.7713 -0.4 0.2 0.5
H 13.0866 -0.8161 4.0110 -0.1 -0.1 -0.3
H 13.0680 -2.5206 4.4062 -0.2 -0.9 0.7
H 15.5555 -2.5894 4.0995 0.0 -0.1 -0.1
H 15.0301 0.0148 2.6150 -0.4 0.3 0.3
H 15.8162 -1.3985 2.0772 0.4 0.0 0.4
H 16.7195 1.2264 1.9564 -0.6 0.0 -0.9
H 18.2171 0.1458 1.9385 -0.6 1.1 0.3
H 17.8609 1.5170 3.1642 0.8 0.0 -0.2
C 3.5134 -5.9064 1.9952 0.7 1.7 0.6
C 2.4573 -5.1373 2.7967 -2.0 -1.6 -0.4
C 2.4192 -5.6316 4.2613 0.2 0.1 -0.2
O 3.4844 -4.9689 4.9494 -0.6 0.0 -1.2
C 3.6143 -5.5042 6.2201 -1.9 -0.2 1.3
N 2.5027 -3.6735 2.7836 1.5 0.9 -0.4
H 1.5605 -3.2578 3.0283 0.4 0.4 -0.5
H 3.1586 -3.4124 3.5044 0.3 0.6 0.8
H 2.9933 -3.2580 1.9468 -1.2 -0.4 0.7
H 3.4510 -5.6638 0.9443 0.1 0.2 -0.3
H 3.2801 -6.9519 2.0888 0.2 -0.4 0.2
H 4.5441 -5.6351 2.3705 -1.0 -0.6 -0.4
H 1.4380 -5.2841 2.3520 0.8 -0.7 0.3
H 2.6149 -6.7459 4.2801 -0.5 1.1 0.0
H 1.4303 -5.3881 4.7298 0.7 -0.3 -0.2
H 4.4492 -5.1101 6.7276 1.3 0.4 0.2
H 3.6443 -6.5909 6.1624 0.2 -0.2 0.2
H 2.7378 -5.2092 6.8716 0.5 -0.4 -0.6
B 4.0525 -0.7797 3.2648 0.6 -0.4 0.5
F 2.7499 -0.7904 2.8251 0.1 0.2 0.3
F 4.7211 -1.8638 2.6927 0.4 0.1 -0.6
F 4.7481 0.4733 3.0540 -1.0 -1.7 0.5
F 4.0632 -1.1955 4.7132 0.0 1.2 -0.7
B -0.4617 2.2225 3.8170 -0.9 -0.6 0.3
F -1.0571 2.6153 2.5964 -0.1 1.1 -0.2
F -1.1707 0.9712 4.0549 1.0 0.6 0.2
F 0.9046 2.0547 3.5821 -0.2 -0.2 0.4
F -0.7010 3.0944 4.8979 0.1 -0.3 -0.7
B 2.7975 1.3771 -4.5940 -1.0 0.1 1.0
F 1.3652 1.2975 -4.6766 0.7 0.4 -0.3
F 3.3774 0.6074 -5.5865 0.3 -0.5 -0.3
F 3.2490 2.7057 -4.7442 -0.2 0.5 -0.2
F 3.1369 0.9709 -3.2860 0.2 -0.3 -0.2
B -6.9740 -4.5131 -7.3599 -1.1 -0.2 -0.4
F -8.0379 -4.6028 -6.3624 0.9 -0.2 -0.9
F -7.2831 -5.2927 -8.5231 -0.3 0.6 0.7
F -6.9147 -3.1391 -7.7963 0.1 -0.6 0.2
F -5.8022 -5.0077 -6.8362 0.3 0.2 0.4
Cl -0.2782 -2.0764 3.3585 0.2 -0.4 -0.1
```
Positions in Å, forces in eV/Å.

***

Record 3
ORCA calculation (the ωB97M-V functional and the def2-TZVPD basis) on C5H8O in the gas phase.

* lowest unoccupied orbital energy: 0.89 eV
* spin multiplicity: 1
* HOMO-LUMO gap: 10.50 eV
* SMILES: CCC#CCO
* energy above the lowest of the compared OMol25 structures with the same formula, charge and spin: 2.141 eV

XYZ file:
```
14
Properties=species:S:1:pos:R:3:forces:R:3
C -2.0466 0.9774 -0.4058 -0.1 0.0 0.0
C -1.5475 -0.4471 -0.6513 -0.1 -0.1 -0.1
C -0.1131 -0.5788 -0.4833 0.8 -0.2 -0.1
C 1.0794 -0.7262 -0.3821 -0.6 0.3 0.3
C 2.4587 -0.6258 0.1023 0.0 -0.4 -0.3
O 2.4998 0.1844 1.2620 0.2 0.4 -0.1
H -1.5586 1.6853 -1.0835 -0.1 -0.1 0.1
H -3.1251 1.0176 -0.5756 0.1 0.1 0.0
H -1.8418 1.2929 0.6225 0.0 -0.1 -0.2
H -2.0357 -1.1524 0.0295 -0.1 0.1 -0.1
H -1.7633 -0.7649 -1.6747 -0.3 0.0 0.1
H 3.1056 -0.2477 -0.7075 0.0 -0.1 0.3
H 2.8180 -1.6159 0.4037 0.1 0.2 -0.1
H 2.1211 1.0382 1.0092 0.1 -0.2 0.2
```
Positions in Å, forces in eV/Å.

***

Looking at E_tot for the records above, in order, we have -2192.23992 -6264.80028 -270.47921 Eh.